Entry from the Open Molecules 2025 dataset: a 3-piece molecular cluster, C3H11NO3 overall at a distorted geometry (ωB97M-V/def2-TZVPD).

Energy above the lowest of the compared OMol25 structures with the same formula, charge and spin ... 121.5 kJ/mol
Gap between HOMO and LUMO (spin up / spin down) ... 2.4 / 9.8 eV
Net charge ... -1
HOMO level (spin up / spin down) ... 0.0397 / -0.2342 Eh
Multiplicity ... 2

```
18
Properties=species:S:1:pos:R:3:nbo_charge:R:1
C -1.92361 -1.54069 0.20315 -0.26
C -0.91094 -1.59509 1.34972 -0.57
C 0.51818 -1.90498 0.97333 0.42
O 0.88418 -2.51254 0.01451 -0.54
N -1.80122 -0.26625 -0.48061 -0.91
H -1.65869 -2.28979 -0.54946 0.20
H -2.88910 -1.80371 0.66261 0.15
H -0.78518 -0.58786 1.77452 0.22
H -1.27029 -2.19209 2.19764 0.22
H 1.19142 -1.45766 1.70190 0.10
H -2.34831 -0.22358 -1.33079 0.35
H -2.05589 0.51685 0.11556 0.34
H 1.80106 3.25740 -0.08875 0.38
H 3.04204 3.18865 0.75880 0.38
O 2.31139 2.63231 0.45146 -1.31
H 2.02673 2.09549 -1.83254 0.47
H 1.67054 2.08351 -3.27558 0.41
O 2.19768 2.60003 -2.64548 -1.04
```